Computed, not measured: a 8-piece molecular cluster, C29H44Cl2F2O5 overall at a distorted geometry, with ωB97M-V with the def2-TZVPD basis set.

Structure (XYZ):
```
82
Properties=species:S:1:pos:R:3:mulliken_charge:R:1
F -1.639 4.129 -6.201 -0.327
C -0.752 3.726 -5.274 0.433
C -0.947 4.166 -4.015 -0.537
C -0.141 3.596 -3.017 -0.366
C 0.918 2.768 -3.362 -0.458
C 1.138 2.394 -4.646 -0.284
C 0.223 2.811 -5.607 -0.584
H -1.665 4.939 -3.782 0.426
H -0.301 3.910 -1.996 0.421
H 1.398 2.188 -2.587 0.440
H 1.823 1.602 -4.911 0.434
H 0.191 2.363 -6.590 0.431
F -1.207 -0.183 -1.151 -0.258
C -0.473 0.142 -0.087 0.116
C 0.911 -0.038 -0.183 -0.482
C 1.657 0.207 0.973 -0.559
C 0.997 0.625 2.195 -1.017
C -0.364 0.794 2.225 -0.620
C -1.117 0.578 1.047 -0.350
H 1.269 -0.343 -1.155 0.684
H 2.702 -0.059 1.039 0.494
H 1.636 0.824 3.043 1.050
H -0.915 1.023 3.126 0.476
H -2.195 0.542 1.001 0.412
C 4.543 3.948 4.042 -1.143
C 3.175 3.380 3.852 0.929
C 2.416 3.867 2.614 -1.025
O 2.696 2.562 4.651 -0.576
H 4.464 5.032 4.127 0.336
H 5.148 3.696 3.172 0.319
H 4.962 3.513 4.949 0.312
H 1.428 3.408 2.592 0.156
H 2.823 3.592 1.641 0.317
H 2.286 4.941 2.748 0.406
C 0.476 -1.790 4.638 -0.409
C 1.897 -1.981 5.034 0.511
C 2.916 -2.113 3.977 -0.859
O 2.218 -2.027 6.198 -0.600
H -0.073 -2.719 4.797 0.338
H 0.407 -1.461 3.602 -0.046
H 0.042 -1.010 5.264 0.338
H 3.334 -3.120 3.958 0.373
H 3.694 -1.379 4.185 0.257
H 2.552 -1.914 2.969 0.096
C -2.938 -2.595 4.371 -0.643
C -3.936 -1.799 3.536 0.607
C -5.399 -1.741 3.992 -1.216
O -3.614 -1.384 2.405 -0.444
H -2.516 -1.858 5.054 0.263
H -2.091 -2.978 3.801 0.027
H -3.340 -3.402 4.983 0.403
H -5.478 -1.498 5.052 0.369
H -5.965 -2.642 3.755 0.302
H -5.918 -0.980 3.410 0.346
C 4.805 -0.308 -2.288 -0.939
C 3.991 -0.646 -3.495 0.908
C 3.713 -2.127 -3.604 -1.158
O 3.569 0.249 -4.215 -0.588
H 4.232 -0.055 -1.396 0.041
H 5.368 0.607 -2.469 0.326
H 5.514 -1.065 -1.952 0.422
H 4.223 -2.674 -2.811 0.312
H 4.060 -2.473 -4.578 0.388
H 2.637 -2.300 -3.633 0.287
C -4.334 -1.187 -5.229 -1.051
C -4.356 0.085 -4.483 0.783
C -3.204 0.419 -3.518 -0.678
O -5.245 0.933 -4.680 -0.600
H -5.111 -1.176 -5.993 0.350
H -4.610 -2.023 -4.586 0.181
H -3.367 -1.336 -5.709 0.299
H -2.261 0.055 -3.925 0.301
H -3.313 0.025 -2.507 0.091
H -3.179 1.503 -3.406 0.323
Cl -0.698 -3.801 1.013 -0.173
C -1.305 -3.651 -0.624 -0.241
C -2.772 -3.072 -0.598 -0.093
Cl -3.559 -3.065 -2.191 -0.201
H -1.252 -4.599 -1.159 0.420
H -0.647 -2.898 -1.058 0.046
H -2.790 -2.010 -0.356 -0.182
H -3.466 -3.664 0.000 0.407
```

Results
HOMO level	-9.1	eV
2S+1	1
largest force on an atom	3.1	eV/Å
LUMO energy	0.203	eV
charge	0
DFT total energy	-2627.669754	hartree